Entry w
Formula: CH2FNO
Source: the OMol25 dataset
Level of theory: wB97M-V/def2-TZVPD

Each line ends with the Mulliken charge.
Cartesian coordinates (Å):
C -0.17 0.02 0.40  0.455
N -0.24 0.27 -0.98  -0.408
O 0.37 1.18 0.04  -0.285
F 0.70 -0.92 0.95  -0.260
H -1.12 -0.25 1.01  0.249
H 0.46 -0.30 -1.42  0.249

Computed properties:
Structure (SMILES): F[C@@H]1NO1
HOMO energy, eV: -11.05
Kohn-Sham gap, Ha: 0.4478
M, u: 63.03

=====

Entry x
Formula: CH2FNO
Source: the OMol25 dataset
Level of theory: wB97M-V/def2-TZVPD

Each line ends with the Mulliken charge.
Cartesian coordinates (Å):
C -0.31 -0.54 -2.04  0.546
N -0.58 -0.53 -0.84  -0.422
O 0.27 -0.63 -3.06  -0.395
F -1.19 0.24 1.67  -0.406
H -1.18 0.17 -0.48  0.273
H -1.00 -0.63 1.92  0.404

Computed properties:
Structure (SMILES): N=C=O.F
HOMO energy, eV: -11.01
Kohn-Sham gap, Ha: 0.4267
M, u: 63.03

=====

Least stable: entry w

=====

Entry w
Formula: C2H5F2N
Source: the OMol25 dataset
Level of theory: wB97M-V/def2-TZVPD

Each line ends with the Mulliken charge.
Cartesian coordinates (Å):
C -0.81 0.92 0.03  -0.229
C 0.49 0.14 0.09  0.181
N 0.59 -1.07 0.63  -0.432
F -1.87 0.18 0.40  -0.284
F 1.46 0.98 0.50  -0.257
H -1.06 1.44 -0.82  0.285
H -0.74 1.77 0.77  0.235
H 0.79 -0.50 -2.08  -0.032
H -0.21 -1.72 0.41  0.258
H 1.62 -1.36 0.72  0.276

Computed properties:
HOMO energy (spin up / spin down), eV: -8.66 / -7.31
Kohn-Sham gap (spin up / spin down), Ha: 0.3441 / 0.2690
M, u: 81.06

=====

Entry x
Formula: C2H5F2N
Source: the OMol25 dataset
Level of theory: wB97M-V/def2-TZVPD

Each line ends with the Mulliken charge.
Cartesian coordinates (Å):
C 0.10 -0.41 0.40  -0.304
C -1.10 0.07 -0.30  0.200
H 2.11 -0.38 0.12  0.275
H 1.38 0.97 -0.41  0.262
H 0.13 0.19 1.44  0.238
H 0.15 -1.73 0.74  0.300
H -0.86 0.24 -1.38  0.220
N 1.31 0.02 -0.53  -0.674
F -2.37 -0.36 -0.21  -0.238
F -0.87 1.40 0.14  -0.278

Computed properties:
HOMO energy, eV: -10.51
Kohn-Sham gap, Ha: 0.4245
M, u: 81.06

=====

Least stable: entry w